No. 1
{"formula": "C20H30N10", "method": "the ωB97M-V functional and the def2-TZVPD basis", "elements": ["C", "C", "N", "H", "H", "H", "C", "C", "N", "H", "H", "H", "C", "C", "N", "H", "H", "H", "C", "C", "N", "H", "H", "H", "C", "C", "N", "H", "H", "H", "C", "C", "N", "H", "H", "H", "C", "C", "N", "H", "H", "H", "C", "C", "N", "H", "H", "H", "C", "C", "N", "H", "H", "H", "C", "C", "N", "H", "H", "H"], "positions_angstrom": [[4.674, 2.967, -0.879], [3.507, 2.154, -0.664], [2.587, 1.596, -0.585], [4.300, 3.991, -0.903], [5.149, 2.735, -1.832], [5.402, 2.946, -0.068], [3.182, 2.740, 3.153], [3.300, 3.836, 2.233], [3.370, 4.669, 1.441], [4.170, 2.278, 3.162], [2.300, 2.139, 2.934], [2.965, 3.102, 4.158], [0.690, -3.153, -3.962], [-0.567, -3.873, -4.052], [-1.574, -4.451, -4.079], [0.743, -2.476, -4.815], [1.467, -3.891, -4.158], [0.806, -2.665, -2.994], [-2.828, -2.375, -1.735], [-2.980, -1.295, -0.738], [-3.112, -0.436, 0.018], [-1.744, -2.413, -1.836], [-3.298, -2.074, -2.672], [-3.237, -3.290, -1.307], [-0.015, 0.786, 0.826], [0.433, -0.438, 0.154], [0.918, -1.381, -0.336], [0.830, 1.200, 1.377], [-0.822, 0.600, 1.534], [-0.334, 1.582, 0.153], [-3.893, 2.841, 0.774], [-3.074, 2.716, 1.935], [-2.426, 2.491, 2.913], [-3.367, 3.188, -0.116], [-4.752, 3.479, 0.983], [-4.277, 1.865, 0.475], [4.574, -0.902, 0.147], [5.409, -1.990, 0.708], [5.976, -2.839, 1.201], [5.009, -0.469, -0.754], [4.564, -0.101, 0.885], [3.555, -1.250, -0.024], [-2.160, 2.450, -2.651], [-2.238, 3.915, -2.640], [-2.265, 5.102, -2.636], [-1.720, 2.079, -1.726], [-1.543, 2.104, -3.481], [-3.131, 1.968, -2.767], [-3.727, -0.617, 3.566], [-4.132, -1.717, 4.399], [-4.466, -2.652, 5.039], [-4.154, 0.296, 3.980], [-4.234, -0.853, 2.630], [-2.640, -0.543, 3.580], [0.064, -4.554, -0.357], [-0.728, -3.779, 0.643], [-1.322, -3.208, 1.431], [-0.419, -5.457, -0.730], [0.941, -4.801, 0.242], [0.295, -3.873, -1.176]], "largest_force_ev_per_a": 10.69, "s_squared": 0.750, "multiplicity": 2, "e_above_lowest_kj_mol": 0.0, "total_charge": -1, "molar_mass_g_mol": 410.530}

=====

No. 2
{"formula": "C29H80ClN8O13", "method": "the ωB97M-V functional and the def2-TZVPD basis", "elements": ["Cl", "O", "O", "O", "O", "C", "N", "O", "O", "H", "H", "H", "C", "C", "C", "O", "C", "N", "H", "H", "H", "H", "H", "H", "H", "H", "H", "H", "H", "C", "C", "C", "O", "C", "N", "H", "H", "H", "H", "H", "H", "H", "H", "H", "H", "H", "C", "C", "C", "O", "C", "N", "H", "H", "H", "H", "H", "H", "H", "H", "H", "H", "H", "C", "C", "C", "O", "C", "N", "H", "H", "H", "H", "H", "H", "H", "H", "H", "H", "H", "C", "C", "C", "O", "C", "N", "H", "H", "H", "H", "H", "H", "H", "H", "H", "H", "H", "C", "C", "C", "O", "C", "N", "H", "H", "H", "H", "H", "H", "H", "H", "H", "H", "H", "C", "C", "C", "O", "C", "N", "H", "H", "H", "H", "H", "H", "H", "H", "H", "H", "H"], "positions_angstrom": [[0.650, 1.577, -0.884], [1.638, 1.704, -1.922], [0.917, 2.434, 0.273], [-0.609, 2.037, -1.348], [0.540, 0.183, -0.390], [2.778, 6.965, -2.782], [3.753, 7.377, -3.848], [4.815, 7.813, -3.381], [3.517, 7.119, -5.007], [2.667, 5.885, -2.682], [1.855, 7.382, -3.185], [2.948, 7.372, -1.786], [0.641, -1.970, -6.387], [1.514, -3.001, -5.753], [2.961, -2.838, -6.236], [3.802, -3.806, -5.596], [5.055, -3.874, -6.195], [1.383, -3.012, -4.310], [0.880, -1.627, -7.393], [0.771, -0.996, -5.913], [-0.349, -2.420, -6.463], [1.287, -3.960, -6.219], [3.350, -1.858, -5.959], [2.991, -2.860, -7.326], [5.398, -2.998, -6.745], [5.055, -4.646, -6.965], [5.841, -4.063, -5.463], [1.913, -2.220, -3.976], [0.458, -2.935, -3.910], [5.594, -1.505, -0.525], [5.235, -2.840, -1.022], [6.392, -3.862, -0.835], [6.145, -5.169, -1.320], [7.212, -6.129, -1.186], [3.961, -3.259, -0.462], [4.908, -0.715, -0.832], [6.575, -1.226, -0.911], [5.834, -1.505, 0.539], [5.052, -2.712, -2.089], [6.887, -3.863, 0.136], [7.028, -3.419, -1.601], [7.890, -5.916, -2.012], [6.800, -7.137, -1.137], [7.770, -6.056, -0.252], [3.970, -3.020, 0.519], [3.249, -2.633, -0.811], [-1.196, -5.345, 2.082], [-0.345, -6.220, 1.236], [-0.900, -7.616, 1.049], [-0.122, -8.391, 0.103], [-0.416, -9.747, 0.201], [-0.324, -5.584, -0.081], [-0.998, -4.275, 2.151], [-1.486, -5.726, 3.061], [-2.138, -5.297, 1.537], [0.687, -6.380, 1.548], [-1.942, -7.533, 0.739], [-1.076, -8.129, 1.994], [0.409, -10.203, -0.346], [-1.438, -9.980, -0.095], [-0.220, -9.923, 1.259], [-0.385, -4.587, 0.069], [-1.164, -5.899, -0.546], [2.191, -0.687, 4.684], [2.790, -1.949, 5.114], [1.907, -2.526, 6.237], [0.543, -2.787, 5.734], [-0.310, -3.302, 6.766], [2.801, -2.905, 4.023], [1.159, -0.802, 4.355], [2.645, -0.350, 3.752], [2.266, 0.116, 5.418], [3.759, -1.793, 5.587], [1.857, -1.773, 7.023], [2.313, -3.476, 6.588], [-0.252, -4.389, 6.703], [-1.338, -2.968, 6.627], [0.041, -2.976, 7.746], [3.213, -3.784, 4.304], [1.850, -3.222, 3.903], [-4.728, 0.899, -5.353], [-5.376, 2.035, -4.554], [-6.813, 2.273, -5.013], [-7.450, 3.390, -4.306], [-8.423, 4.110, -5.005], [-5.142, 1.735, -3.176], [-5.456, 0.093, -5.263], [-3.702, 0.846, -4.989], [-4.679, 1.107, -6.421], [-4.911, 2.985, -4.815], [-7.379, 1.342, -5.025], [-6.693, 2.471, -6.079], [-7.948, 4.774, -5.727], [-9.124, 4.757, -4.476], [-9.054, 3.436, -5.583], [-4.132, 1.727, -3.180], [-5.307, 0.754, -3.004], [-3.343, 4.327, 8.911], [-2.539, 3.003, 8.773], [-1.210, 3.215, 7.833], [-1.595, 3.667, 6.518], [-0.429, 4.143, 5.805], [-2.140, 2.527, 10.095], [-3.429, 4.861, 7.964], [-2.858, 4.971, 9.645], [-4.362, 4.006, 9.123], [-3.139, 2.233, 8.287], [-0.643, 2.284, 7.835], [-0.549, 4.000, 8.201], [-0.690, 4.133, 4.746], [0.455, 3.529, 5.975], [-0.275, 5.135, 6.227], [-1.467, 3.179, 10.472], [-1.563, 1.785, 9.727], [-1.416, 7.214, 0.277], [-2.689, 6.670, -0.464], [-2.572, 6.690, -1.998], [-3.936, 6.554, -2.333], [-4.290, 6.807, -3.664], [-2.985, 5.350, 0.060], [-0.561, 6.538, 0.305], [-1.781, 7.454, 1.275], [-0.886, 8.020, -0.230], [-3.565, 7.260, -0.194], [-1.917, 5.976, -2.497], [-2.238, 7.681, -2.307], [-3.916, 6.187, -4.480], [-4.108, 7.821, -4.021], [-5.358, 6.611, -3.755], [-2.771, 5.313, 1.047], [-2.217, 4.734, -0.166]], "largest_force_ev_per_a": 3.08, "e_above_lowest_kj_mol": 345.5, "total_charge": -1, "molar_mass_g_mol": 784.455}

=====

No. 3
{"formula": "C6H10Br6O8S2", "method": "the ωB97M-V functional and the def2-TZVPD basis", "elements": ["C", "Br", "Br", "Br", "H", "C", "Br", "Br", "Br", "H", "C", "C", "O", "S", "O", "O", "O", "H", "H", "H", "H", "C", "C", "O", "S", "O", "O", "O", "H", "H", "H", "H"], "positions_angstrom": [[0.876, 2.881, 1.228], [-0.494, 1.518, 1.568], [2.626, 2.329, 1.974], [0.270, 4.656, 1.892], [0.867, 2.922, 0.139], [-0.895, 7.432, -0.027], [-1.911, 7.663, -1.737], [-1.075, 8.863, 1.413], [0.953, 6.839, -0.425], [-1.388, 6.615, 0.500], [2.473, -1.292, 1.491], [1.164, -2.144, 1.503], [1.274, -2.942, 0.419], [2.851, -3.377, 0.169], [3.109, -3.566, -1.272], [3.226, -4.540, 0.996], [3.416, -1.974, 0.807], [2.674, -0.921, 2.496], [2.388, -0.314, 1.017], [0.331, -1.448, 1.402], [0.990, -2.787, 2.367], [-1.407, -3.264, -1.867], [-2.280, -2.378, -2.807], [-2.622, -1.248, -1.965], [-2.691, -1.620, -0.371], [-3.872, -2.357, 0.025], [-2.228, -0.609, 0.575], [-1.414, -2.632, -0.627], [-0.381, -3.259, -2.236], [-1.745, -4.297, -1.784], [-3.246, -2.759, -3.139], [-1.838, -1.990, -3.724]], "smiles": "O=S1(=O)OCCO1.O=S1(=O)OCCO1.BrC(Br)Br.BrC(Br)Br", "largest_force_ev_per_a": 4.20, "e_above_lowest_kj_mol": 207.4, "molar_mass_g_mol": 753.696}

=====

No. 4
{"formula": "C24H45CoNP2Si", "method": "the ωB97M-V functional and the def2-TZVPD basis", "elements": ["P", "P", "C", "C", "H", "H", "H", "H", "C", "H", "H", "H", "C", "H", "H", "H", "C", "H", "H", "H", "C", "H", "H", "H", "Co", "C", "C", "C", "C", "C", "C", "C", "C", "C", "H", "H", "H", "H", "H", "H", "H", "H", "H", "H", "H", "H", "H", "H", "H", "C", "Si", "C", "C", "N", "C", "C", "C", "C", "C", "C", "H", "H", "H", "H", "H", "H", "H", "H", "H", "H", "H", "H", "H", "H"], "positions_angstrom": [[0.124, 2.189, -0.423], [-2.027, 0.477, -1.453], [-0.536, 2.705, -2.112], [-1.925, 2.141, -2.342], [0.203, 2.350, -2.850], [-0.526, 3.798, -2.151], [-2.720, 2.780, -1.924], [-2.144, 2.005, -3.407], [-1.000, -0.519, -2.599], [-1.336, -1.557, -2.474], [0.074, -0.442, -2.362], [-1.187, -0.188, -3.630], [-3.700, -0.012, -2.008], [-3.756, 0.055, -3.108], [-4.492, 0.634, -1.609], [-3.893, -1.048, -1.706], [1.874, 1.953, -0.954], [2.463, 1.524, -0.141], [2.336, 2.910, -1.241], [1.957, 1.279, -1.819], [0.184, 3.819, 0.393], [-0.523, 3.825, 1.227], [-0.072, 4.609, -0.319], [1.202, 3.969, 0.769], [-0.960, 0.689, 0.211], [3.383, -1.023, -1.955], [4.171, -0.532, -2.928], [5.472, 0.186, -2.740], [6.060, 0.095, -1.315], [5.250, 0.842, -0.298], [4.362, 0.376, 0.602], [3.576, -0.903, 0.572], [3.755, -1.766, -0.701], [-0.737, 1.517, 2.114], [2.284, -0.958, -2.092], [3.862, -0.622, -3.973], [5.332, 1.244, -3.016], [6.187, -0.192, -3.483], [6.194, -0.955, -1.036], [7.057, 0.563, -1.386], [5.530, 1.903, -0.236], [4.187, 0.991, 1.500], [2.511, -0.634, 0.696], [3.822, -1.514, 1.459], [4.774, -2.183, -0.731], [3.052, -2.621, -0.637], [-1.390, 2.400, 2.282], [0.314, 1.774, 2.338], [-1.074, 0.711, 2.787], [0.354, -2.732, 0.912], [-1.375, -2.426, 1.555], [-2.633, -3.642, 0.903], [-1.250, -2.834, 3.396], [-2.030, -0.831, 1.167], [-3.189, -0.365, 1.748], [-3.809, 0.795, 1.213], [-5.098, 1.150, 1.599], [-5.602, 0.670, 2.808], [-4.886, -0.314, 3.510], [-3.788, -0.931, 2.916], [0.630, -3.747, 1.246], [1.084, -2.030, 1.343], [0.420, -2.694, -0.184], [-2.221, -4.654, 1.034], [-3.572, -3.555, 1.470], [-2.843, -3.457, -0.158], [-1.251, -1.939, 4.033], [-2.082, -3.488, 3.701], [-0.312, -3.382, 3.570], [-3.277, 1.395, 0.450], [-5.681, 1.815, 0.957], [-6.559, 1.038, 3.182], [-5.225, -0.642, 4.498], [-3.356, -1.843, 3.342]], "largest_force_ev_per_a": 9.06, "s_squared": 3.782, "multiplicity": 4, "e_above_lowest_kj_mol": 32.4, "molar_mass_g_mol": 496.598}

=====

No. 5
{"formula": "C4H5I", "method": "the ωB97M-V functional and the def2-TZVPD basis", "elements": ["C", "C", "C", "C", "I", "H", "H", "H", "H", "H"], "positions_angstrom": [[-0.001, -0.650, 1.706], [-0.553, 0.574, 1.623], [0.511, 0.194, 0.693], [-0.380, -0.174, -2.142], [2.608, 0.548, 0.462], [0.146, -1.481, 2.304], [-1.160, 1.406, 1.870], [-1.143, -0.893, -1.853], [0.620, -0.102, -1.870], [-0.646, 0.579, -2.793]], "largest_force_ev_per_a": 3.23, "e_above_lowest_kj_mol": 499.9, "molar_mass_g_mol": 179.988}

=====

No. 6
{"formula": "C5H14NO", "method": "the ωB97M-V functional and the def2-TZVPD basis", "elements": ["C", "O", "C", "C", "C", "C", "N", "H", "H", "H", "H", "H", "H", "H", "H", "H", "H", "H", "H", "H", "H"], "positions_angstrom": [[-0.943, -1.932, 0.321], [-1.437, -2.059, 1.644], [-0.363, -0.535, 0.169], [0.392, -0.184, -1.083], [1.088, 1.195, -1.096], [0.140, 2.346, -0.680], [0.563, -0.359, 1.414], [-0.146, -2.673, 0.197], [-1.690, -2.101, -0.438], [-2.399, -2.105, 1.621], [-1.141, 0.180, 0.395], [-0.313, -0.175, -1.913], [1.157, -0.938, -1.269], [1.394, 1.362, -2.121], [1.955, 1.199, -0.437], [0.453, 3.312, -1.059], [0.007, 2.348, 0.391], [-0.844, 2.181, -1.133], [0.909, 0.598, 1.485], [-0.076, -0.588, 2.185], [1.294, -1.069, 1.406]], "smiles": "CCC[C@H]([NH3+])CO", "largest_force_ev_per_a": 1.36, "e_above_lowest_kj_mol": 74.0, "total_charge": 1, "molar_mass_g_mol": 104.173}

=====

No. 7
{"formula": "C20H18N4O3S", "method": "the ωB97M-V functional and the def2-TZVPD basis", "elements": ["C", "C", "C", "C", "C", "C", "C", "C", "O", "N", "N", "C", "O", "C", "H", "H", "S", "C", "N", "C", "C", "C", "O", "N", "H", "H", "C", "C", "C", "C", "C", "C", "H", "H", "H", "H", "H", "H", "H", "H", "H", "H", "H", "H", "H", "H"], "positions_angstrom": [[3.021, 0.806, -2.690], [3.925, 0.355, -1.595], [5.295, 0.221, -1.741], [5.954, -0.299, -0.658], [5.330, -0.615, 0.455], [3.896, -0.289, 0.806], [3.090, 0.073, -0.167], [1.701, 0.438, -0.267], [0.787, 0.057, -0.987], [1.457, 0.997, 1.017], [0.043, 1.593, 1.329], [-0.263, 2.554, 1.985], [0.726, 2.914, 2.545], [-1.622, 2.845, 2.220], [-1.820, 3.524, 2.793], [-2.289, 1.831, 2.541], [-2.249, 3.252, 0.659], [-2.840, 1.896, -0.134], [-2.353, 0.894, 0.170], [-3.028, -0.266, -0.261], [-3.872, -0.215, -1.546], [-4.283, 1.164, -1.860], [-4.865, 1.422, -2.920], [-3.661, 2.188, -1.111], [-3.825, 3.246, -1.839], [-4.152, -1.063, -1.942], [-2.655, -1.799, 0.220], [-1.310, -1.789, 0.479], [-1.133, -3.214, 1.191], [-2.036, -4.110, 1.445], [-3.373, -3.630, 1.034], [-3.714, -2.547, 0.380], [-4.677, -2.220, 0.309], [-4.201, -4.565, 1.286], [-1.872, -5.092, 1.827], [0.015, -3.235, 1.326], [-0.528, -1.267, 0.067], [-0.631, 0.923, 1.051], [2.069, 1.618, 1.588], [3.365, -0.227, 1.810], [5.973, -0.832, 1.616], [6.817, -0.373, -0.515], [5.507, 0.217, -2.648], [2.527, 1.668, -2.587], [2.015, 0.205, -2.994], [3.737, 0.748, -3.686]], "largest_force_ev_per_a": 15.29, "e_above_lowest_kj_mol": 1706.4, "molar_mass_g_mol": 394.456}

=====

No. 8
{"formula": "C2HO6", "method": "the ωB97M-V functional and the def2-TZVPD basis", "elements": ["O", "C", "O", "O", "C", "O", "O", "O", "H"], "positions_angstrom": [[-2.492, 0.611, -0.801], [-1.513, 0.222, -0.192], [-1.266, -0.003, 1.005], [-0.352, -0.108, -1.095], [0.772, 0.347, -0.595], [1.079, 1.492, -0.496], [1.694, -0.636, -0.251], [1.308, -1.293, 0.978], [0.771, -0.633, 1.447]], "smiles": "O=C([O-])OC(=O)OO", "largest_force_ev_per_a": 1.51, "total_energy_ev": -14374.777, "total_charge": -1, "molar_mass_g_mol": 121.024}